C73H183N13O26 | the ωB97M-V functional and the def2-TZVPD basis

Last column: Mulliken charge in e.
Atoms and positions in Å:
C (5.971, -8.593, -1.033)  -0.607
O (5.952, -8.261, -2.421)  -0.354
C (7.262, -8.043, -2.892)  -0.659
C (7.559, -6.560, -3.142)  -0.485
N (7.713, -5.845, -1.907)  -0.269
C (7.777, -4.412, -2.026)  -0.564
C (7.722, -3.663, -0.673)  -0.567
O (6.578, -3.940, 0.058)  -0.336
C (5.291, -3.586, -0.486)  -0.351
H (6.635, -9.498, -0.836)  0.275
H (4.972, -8.833, -0.715)  0.250
H (6.395, -7.758, -0.412)  0.233
H (7.318, -8.548, -3.836)  0.408
H (7.990, -8.481, -2.204)  0.361
H (6.702, -6.165, -3.726)  0.297
H (8.402, -6.412, -3.840)  0.381
H (6.929, -6.018, -1.279)  0.139
H (7.007, -4.068, -2.736)  0.299
H (8.744, -4.113, -2.503)  0.367
H (7.777, -2.552, -0.846)  0.374
H (8.551, -3.986, -0.010)  0.283
H (4.605, -3.632, 0.352)  -0.114
H (4.940, -4.275, -1.261)  0.296
H (5.278, -2.572, -0.915)  0.357
C (2.467, 5.077, 3.012)  -0.418
O (2.011, 5.195, 1.672)  0.058
C (0.800, 6.027, 1.533)  -0.015
C (0.554, 6.176, 0.123)  -0.762
N (1.471, 6.967, -0.722)  -0.386
C (2.685, 6.271, -1.271)  0.668
C (3.458, 7.220, -2.080)  -0.445
O (3.953, 8.249, -1.211)  -0.387
C (4.576, 9.291, -1.933)  -0.755
H (3.259, 4.295, 3.089)  -0.181
H (1.644, 4.803, 3.701)  0.170
H (2.984, 5.975, 3.352)  0.304
H (1.031, 7.006, 1.968)  0.484
H (-0.040, 5.600, 2.121)  -0.153
H (-0.459, 6.608, -0.010)  0.411
H (0.534, 5.167, -0.279)  -0.182
H (1.854, 7.736, -0.191)  0.329
H (2.239, 5.489, -1.907)  -0.407
H (3.321, 5.800, -0.495)  0.120
H (2.846, 7.680, -2.840)  0.703
H (4.249, 6.669, -2.627)  0.024
H (4.907, 10.079, -1.249)  0.260
H (3.880, 9.743, -2.645)  0.325
H (5.446, 8.871, -2.452)  0.204
C (-7.000, 2.102, 6.666)  -0.388
O (-8.068, 1.314, 6.120)  -0.491
C (-7.751, 0.763, 4.837)  -0.269
C (-7.342, 1.818, 3.831)  -0.132
N (-7.279, 1.262, 2.444)  -0.087
C (-6.516, 2.123, 1.497)  -0.068
C (-6.323, 1.376, 0.191)  -0.014
O (-5.679, 2.178, -0.777)  -0.378
C (-5.595, 1.513, -2.010)  -0.635
H (-6.056, 1.581, 6.564)  0.256
H (-7.211, 2.334, 7.696)  0.290
H (-6.942, 3.021, 6.085)  0.024
H (-8.649, 0.255, 4.548)  0.178
H (-6.932, 0.062, 5.030)  0.193
H (-6.443, 2.337, 4.146)  0.083
H (-8.117, 2.616, 3.902)  0.405
H (-6.776, 0.373, 2.442)  -0.368
H (-5.585, 2.502, 1.834)  -0.380
H (-7.133, 2.976, 1.249)  0.983
H (-7.233, 0.929, -0.183)  0.421
H (-5.653, 0.539, 0.329)  -0.648
H (-4.926, 1.988, -2.728)  0.156
H (-6.581, 1.435, -2.506)  0.492
H (-5.251, 0.462, -1.862)  0.103
C (-6.338, 0.676, -5.984)  -0.788
O (-5.077, 1.237, -5.623)  -0.295
C (-3.979, 0.398, -6.002)  -0.696
C (-2.690, 1.103, -5.712)  0.578
N (-2.584, 2.313, -6.459)  -0.144
C (-1.284, 2.919, -6.502)  0.301
C (-1.145, 3.893, -7.663)  -0.963
O (-2.035, 5.010, -7.443)  -0.317
C (-2.220, 5.780, -8.569)  -0.832
H (-7.061, 1.492, -6.150)  0.253
H (-6.737, 0.017, -5.173)  0.235
H (-6.243, 0.017, -6.861)  0.329
H (-4.064, 0.155, -7.061)  0.413
H (-3.979, -0.501, -5.373)  0.355
H (-1.930, 0.369, -5.984)  0.069
H (-2.547, 1.250, -4.613)  -0.359
H (-3.298, 2.940, -6.145)  0.294
H (-0.570, 2.093, -6.639)  -0.136
H (-1.005, 3.414, -5.577)  0.181
H (-1.397, 3.404, -8.617)  0.458
H (-0.075, 4.183, -7.641)  0.312
H (-2.844, 6.630, -8.338)  0.262
H (-2.714, 5.197, -9.376)  0.320
H (-1.262, 6.129, -8.972)  0.319
C (6.672, 5.885, -4.586)  -0.867
O (5.682, 5.127, -3.874)  -0.093
C (6.090, 4.777, -2.536)  -1.067
C (5.118, 3.897, -1.846)  0.736
N (5.628, 3.763, -0.428)  -0.350
C (4.769, 3.000, 0.505)  0.603
C (5.702, 2.723, 1.701)  -1.134
O (4.993, 2.173, 2.802)  0.281
C (5.836, 2.085, 3.906)  -1.054
H (6.865, 6.831, -4.079)  0.273
H (6.436, 5.987, -5.634)  0.229
H (7.600, 5.323, -4.574)  0.369
H (6.314, 5.714, -2.035)  0.395
H (7.047, 4.241, -2.649)  0.436
H (5.056, 2.909, -2.306)  0.534
H (4.129, 4.343, -1.900)  -0.846
H (5.835, 4.685, -0.061)  0.386
H (4.541, 1.976, 0.231)  -0.066
H (3.833, 3.506, 0.769)  -0.465
H (6.132, 3.702, 2.016)  0.357
H (6.500, 2.029, 1.326)  0.385
H (6.662, 1.430, 3.750)  0.327
H (5.241, 1.720, 4.768)  0.205
H (6.088, 3.100, 4.189)  0.408
C (-6.853, 6.407, 6.715)  -0.771
O (-6.900, 5.992, 5.347)  -0.160
C (-6.843, 7.145, 4.498)  -0.868
C (-6.606, 6.682, 3.082)  -0.431
N (-5.248, 6.256, 2.955)  -0.400
C (-5.089, 5.663, 1.664)  -0.569
C (-3.711, 5.075, 1.613)  -0.553
O (-3.649, 3.959, 2.482)  0.008
C (-2.313, 3.638, 2.823)  -0.730
H (-5.884, 6.867, 6.939)  0.333
H (-6.981, 5.555, 7.350)  0.201
H (-7.645, 7.153, 6.889)  0.296
H (-5.982, 7.763, 4.751)  0.412
H (-7.770, 7.741, 4.654)  0.483
H (-6.801, 7.551, 2.418)  0.359
H (-7.289, 5.852, 2.812)  0.236
H (-5.060, 5.512, 3.600)  0.257
H (-5.202, 6.495, 0.953)  0.452
H (-5.870, 4.922, 1.464)  -0.012
H (-2.967, 5.808, 1.971)  0.468
H (-3.458, 4.851, 0.577)  0.261
H (-1.807, 3.351, 1.890)  0.167
H (-2.246, 2.813, 3.560)  0.059
H (-1.778, 4.480, 3.285)  0.645
C (7.775, -7.834, 5.415)  -0.778
O (6.856, -7.114, 6.160)  -0.329
C (7.424, -6.058, 6.907)  -0.439
C (6.397, -5.246, 7.575)  -0.880
N (5.435, -4.609, 6.677)  -0.345
C (5.978, -3.523, 5.878)  -0.596
C (4.925, -2.946, 4.921)  -0.463
O (4.474, -4.047, 4.163)  -0.353
C (3.376, -3.777, 3.358)  -0.500
H (7.304, -8.735, 5.095)  0.263
H (8.648, -8.126, 5.986)  0.313
H (8.051, -7.262, 4.531)  0.303
H (8.084, -5.456, 6.238)  0.311
H (8.117, -6.477, 7.618)  0.501
H (6.858, -4.443, 8.146)  0.394
H (5.843, -5.846, 8.320)  0.346
H (5.180, -5.372, 6.083)  0.289
H (6.804, -3.824, 5.226)  0.273
H (6.337, -2.717, 6.481)  0.406
H (5.398, -2.176, 4.277)  0.298
H (4.071, -2.450, 5.366)  0.316
H (2.496, -3.367, 3.876)  0.482
H (3.032, -4.745, 2.936)  0.133
H (3.659, -3.116, 2.525)  0.022
C (-1.636, -0.901, 2.140)  0.553
O (-2.242, 0.138, 2.885)  -0.417
C (-3.689, 0.170, 2.851)  1.345
C (-4.349, -1.055, 3.483)  -1.678
N (-5.627, -1.383, 2.781)  -0.048
C (-5.494, -2.175, 1.493)  1.944
C (-6.765, -2.939, 1.140)  -1.067
O (-7.878, -2.092, 0.816)  -0.312
C (-8.875, -1.900, 1.819)  -0.656
H (-1.852, -0.760, 1.095)  -0.176
H (-1.975, -1.915, 2.395)  0.068
H (-0.567, -0.881, 2.387)  -0.275
H (-4.005, 0.148, 1.789)  -0.562
H (-3.979, 1.096, 3.305)  0.133
H (-4.530, -0.841, 4.516)  0.469
H (-3.598, -1.873, 3.377)  0.269
H (-6.181, -1.880, 3.434)  0.377
H (-4.541, -2.758, 1.544)  -0.722
H (-5.339, -1.376, 0.752)  -0.665
H (-6.989, -3.633, 1.976)  0.379
H (-6.628, -3.490, 0.195)  0.437
H (-9.542, -2.767, 1.819)  0.343
H (-9.425, -1.043, 1.491)  0.253
H (-8.398, -1.640, 2.751)  0.191
C (1.437, 5.479, -4.953)  -0.601
O (1.315, 4.070, -5.199)  0.089
C (2.583, 3.450, -5.416)  -0.181
C (2.239, 1.964, -5.631)  -0.913
N (1.429, 1.479, -4.522)  0.425
C (0.916, 0.109, -4.667)  -0.236
C (1.706, -0.861, -3.884)  1.222
O (3.016, -1.125, -4.353)  -0.379
C (3.150, -2.101, -5.355)  -0.748
H (2.134, 5.638, -4.142)  -0.205
H (0.457, 5.807, -4.592)  0.303
H (1.719, 6.042, -5.856)  0.371
H (3.269, 3.563, -4.561)  -0.131
H (3.050, 3.936, -6.294)  0.380
H (3.182, 1.395, -5.703)  0.280
H (1.747, 1.846, -6.625)  0.393
H (0.610, 2.063, -4.556)  0.026
H (0.953, -0.176, -5.733)  0.402
H (-0.124, -0.034, -4.373)  -0.240
H (1.175, -1.838, -3.822)  0.038
H (1.780, -0.448, -2.867)  -0.974
H (2.775, -1.790, -6.333)  0.273
H (2.633, -3.018, -5.101)  0.303
H (4.258, -2.201, -5.492)  0.287
C (-4.429, -3.090, -1.562)  -0.852
O (-3.642, -1.898, -1.534)  0.339
C (-2.272, -2.131, -1.381)  -0.007
C (-1.439, -1.521, -2.493)  -1.318
N (-1.785, -1.919, -3.828)  1.180
C (-1.470, -3.291, -4.159)  -0.178
C (-2.150, -3.662, -5.459)  -1.096
O (-3.490, -3.295, -5.367)  -0.181
C (-4.254, -3.689, -6.445)  -0.898
H (-4.206, -3.699, -0.665)  0.204
H (-4.256, -3.653, -2.472)  0.297
H (-5.489, -2.833, -1.530)  0.127
H (-2.095, -3.221, -1.468)  0.949
H (-1.946, -1.853, -0.366)  -1.212
H (-0.372, -1.720, -2.304)  -0.040
H (-1.540, -0.440, -2.469)  0.240
H (-2.713, -1.611, -4.061)  -0.171
H (-1.847, -3.973, -3.382)  0.156
H (-0.411, -3.560, -4.205)  0.201
H (-2.057, -4.737, -5.572)  0.595
H (-1.590, -3.132, -6.241)  0.301
H (-5.296, -3.945, -6.205)  0.231
H (-3.814, -4.574, -6.866)  0.376
H (-4.189, -2.876, -7.174)  0.271
C (1.562, -1.849, 0.528)  0.022
O (1.825, -1.262, 1.837)  -0.344
C (2.489, -0.006, 1.792)  -0.840
C (1.648, 1.089, 1.071)  1.242
N (1.716, 1.137, -0.348)  0.670
C (1.094, 2.234, -1.030)  0.450
C (-0.331, 2.487, -0.605)  -0.500
O (-1.152, 1.294, -0.851)  1.395
C (-2.541, 1.507, -0.645)  0.015
H (0.528, -1.656, 0.231)  -0.595
H (1.676, -2.907, 0.692)  0.095
H (2.312, -1.505, -0.184)  0.508
H (3.419, -0.081, 1.241)  0.477
H (2.728, 0.220, 2.822)  -0.006
H (1.810, 2.092, 1.519)  -0.068
H (0.604, 0.876, 1.296)  -0.593
H (1.255, 0.328, -0.735)  -0.462
H (1.163, 2.028, -2.105)  -0.372
H (1.561, 3.208, -0.864)  -0.869
H (-0.735, 3.283, -1.218)  1.517
H (-0.334, 2.716, 0.476)  -0.930
H (-2.932, 2.291, -1.296)  0.818
H (-2.773, 1.679, 0.411)  -0.732
H (-3.012, 0.565, -0.884)  -0.734
C (-1.717, -4.890, 1.631)  0.166
O (-0.998, -5.147, 0.426)  -0.102
C (0.209, -5.913, 0.581)  -0.150
C (0.108, -7.258, 1.231)  -0.843
N (-0.812, -8.218, 0.542)  -0.327
C (-1.225, -9.351, 1.307)  -0.756
C (-1.317, -9.258, 2.827)  -0.280
O (-1.834, -10.507, 3.349)  -0.356
C (-2.014, -10.518, 4.760)  -0.667
H (-2.193, -5.816, 2.035)  0.137
H (-2.417, -4.090, 1.429)  -0.804
H (-1.001, -4.570, 2.349)  0.439
H (0.894, -5.318, 1.230)  -0.011
H (0.614, -5.991, -0.422)  0.362
H (-0.154, -7.136, 2.286)  0.354
H (1.104, -7.759, 1.295)  0.468
H (-1.612, -7.615, 0.376)  0.281
H (-0.482, -10.159, 1.138)  0.248
H (-2.206, -9.741, 0.951)  0.375
H (-2.001, -8.480, 3.123)  0.255
H (-0.327, -9.014, 3.226)  0.371
H (-2.393, -11.495, 5.037)  0.257
H (-2.677, -9.691, 5.093)  0.274
H (-1.024, -10.409, 5.241)  0.281
C (1.694, 1.313, 5.478)  -0.680
N (0.549, 2.241, 5.087)  0.804
O (0.407, 2.510, 3.923)  -0.235
O (-0.164, 2.612, 5.970)  -0.602
H (1.572, 0.286, 5.157)  0.269
H (1.754, 1.418, 6.564)  0.368
H (2.569, 1.676, 4.890)  0.100

Force components x, y, z for each atom (eV/Å):
1.3 -0.2 0.3
-0.1 -0.1 1.2
0.4 0.7 -0.4
-0.9 -0.1 -0.6
0.2 0.2 1.3
1.1 0.9 -0.6
0.3 0.3 -0.9
-1.7 -0.4 0.6
0.9 0.1 0.0
-0.8 0.9 -0.3
-0.4 0.0 0.0
-0.5 -0.7 -0.4
0.2 -0.4 -0.6
0.1 0.1 -0.1
0.0 -0.1 0.1
0.1 -0.2 0.6
0.2 -0.3 -0.3
-0.2 0.4 0.2
-0.5 -0.3 0.3
0.2 -0.8 -0.1
-0.3 0.2 -0.6
-0.1 0.0 0.1
0.2 -0.1 0.0
0.2 -0.1 0.2
0.3 -0.6 0.1
-0.8 0.2 0.4
2.1 -0.3 2.7
-1.0 0.2 -2.7
1.0 -0.4 0.5
-2.2 -0.8 1.1
1.0 0.5 -0.3
0.0 -0.2 -0.1
0.1 -0.3 0.1
-0.7 0.2 -0.4
0.3 0.2 -0.3
-0.3 0.4 0.1
0.0 0.1 0.2
0.4 0.0 -0.5
0.4 -0.2 0.0
-0.2 -0.2 -0.4
-0.2 0.4 0.2
0.6 0.0 0.1
-0.3 0.2 -0.2
-0.5 0.3 -0.4
0.1 0.4 0.3
-0.1 -0.3 0.1
0.0 0.0 -0.2
0.0 0.3 -0.2
-0.8 -0.1 -1.2
0.2 0.3 0.3
0.7 0.6 1.1
-1.0 0.3 -1.0
0.8 0.7 0.3
-1.9 -0.6 -0.6
0.8 -0.3 0.1
-0.1 0.8 -0.2
-0.4 -1.2 -0.4
0.4 -0.3 0.2
-0.2 -0.1 0.3
0.2 0.3 0.2
-0.4 -0.4 -0.4
0.0 -0.3 -0.4
0.6 -0.2 -0.1
0.2 -0.4 -0.4
-0.1 0.0 0.5
1.1 0.2 0.7
-0.3 0.5 0.1
-0.7 0.2 -0.1
0.3 -0.6 0.4
0.1 0.3 0.4
0.1 0.1 0.2
0.0 0.5 -0.1
0.0 -0.4 0.7
-0.2 -0.3 -0.4
-0.6 0.3 1.1
0.2 -0.3 0.7
-0.2 -0.2 -0.7
-0.1 -0.3 -0.4
0.0 0.2 0.7
0.7 -1.2 0.9
0.1 -0.2 -1.4
0.4 -0.3 -0.1
0.3 0.5 -0.3
-0.1 0.5 0.0
0.1 -0.1 -0.1
-0.3 -0.3 -0.3
0.4 0.2 -0.2
-0.3 -0.1 -0.3
-0.3 0.5 0.0
0.1 0.3 -0.1
0.1 0.3 0.3
0.1 0.1 0.2
-0.4 0.4 -0.4
-0.1 0.2 0.2
0.1 0.2 0.2
0.0 0.2 0.0
0.1 -1.0 1.2
-0.4 0.1 -0.3
1.7 0.2 -2.2
-0.1 -0.1 1.7
-1.0 -0.9 -1.4
1.2 0.1 0.8
-0.3 0.8 -0.2
-0.2 -0.3 -1.0
-1.6 0.5 1.4
-0.1 0.3 -0.2
-0.7 0.2 -0.1
0.5 -0.1 0.1
-0.2 0.2 0.7
-0.1 0.1 0.3
0.1 0.0 0.1
-0.3 0.0 0.1
-0.3 0.0 0.1
-0.3 0.1 -1.2
0.1 0.0 0.2
0.2 -0.6 0.0
-0.4 0.6 0.5
0.9 -0.4 -0.2
0.2 -0.2 -0.5
0.9 0.2 0.1
0.0 0.6 -1.0
0.2 0.5 0.4
-0.6 -0.4 0.3
-1.0 0.5 0.5
0.0 0.2 0.0
0.5 0.7 -0.3
0.5 0.2 -0.2
-0.1 -0.1 0.3
0.3 -0.4 0.0
0.0 0.0 0.0
-0.2 -0.6 0.3
0.1 -0.2 0.2
0.1 0.2 0.3
0.4 -0.3 -0.3
0.1 -0.5 0.1
-0.2 0.4 0.1
0.0 -0.3 0.8
0.2 -0.4 -0.3
0.1 -0.2 -0.2
-0.3 0.1 -0.1
0.2 -0.6 -0.2
0.3 -0.1 0.4
-0.4 0.3 -0.6
-0.2 0.1 -0.2
0.2 0.3 -0.4
-1.1 0.4 0.8
1.7 -0.4 -1.3
-1.2 1.0 0.9
0.2 0.0 0.5
-0.7 -0.1 -1.0
0.6 -0.3 -0.4
0.1 -0.1 0.3
-0.6 -0.6 -1.0
-0.5 -0.7 -0.3
0.4 0.1 0.2
0.4 0.0 -0.2
-0.5 0.0 0.2
0.3 -0.3 0.7
0.4 0.0 0.2
0.1 0.1 -0.4
-0.7 -0.1 -0.8
0.2 -0.1 0.0
0.3 0.4 0.8
0.0 -0.3 0.0
-0.2 0.0 0.7
0.4 0.2 0.2
0.3 0.4 0.1
-0.3 0.1 0.2
0.0 0.0 0.7
-0.7 -0.1 0.7
0.9 -1.0 -1.4
0.3 -0.3 -1.5
1.0 -0.2 -0.5
0.6 1.9 1.0
-0.4 0.0 -0.1
0.7 -0.1 0.3
0.7 -0.3 -1.0
0.3 0.2 -0.6
-0.1 0.2 0.2
-0.2 0.2 -0.4
0.1 0.4 0.2
-0.2 0.5 0.2
-0.3 -0.2 0.7
-0.7 0.2 0.4
-0.7 -0.7 0.6
-0.9 -0.2 -0.2
0.1 -0.6 -0.2
-0.2 0.1 -0.4
0.3 -0.2 0.6
0.1 0.0 0.6
-0.4 0.5 -0.1
-0.2 -0.2 0.6
-0.8 -0.7 0.0
0.6 0.9 0.1
-0.7 -0.4 -0.2
1.0 0.0 -0.6
-0.6 0.0 -0.2
0.4 0.2 -1.5
0.2 -1.5 0.8
0.2 0.5 0.3
1.0 0.7 -0.4
0.5 0.2 0.1
0.1 0.1 -0.3
0.0 -0.2 0.2
-0.3 0.1 0.0
0.0 -0.5 0.2
-0.3 0.1 0.2
0.0 0.1 0.4
-0.2 0.5 0.4
-0.1 -0.1 0.0
-0.1 0.5 0.2
0.1 0.4 0.0
0.3 -0.2 -0.1
-0.3 0.3 -0.1
0.1 -0.5 0.3
-1.0 -0.4 0.2
0.2 0.4 0.6
-1.1 0.2 -0.2
0.7 -1.8 0.0
0.1 1.1 0.3
1.3 0.0 -0.2
-1.4 -0.5 0.5
1.1 0.2 0.6
-0.2 0.2 1.5
-0.2 0.2 -1.1
-0.1 0.0 -0.4
0.2 -0.3 -0.2
0.2 0.3 0.0
0.0 0.2 0.4
0.1 0.1 -0.5
-0.3 -0.1 0.1
0.0 0.3 0.2
-0.3 -0.5 -0.1
-0.2 -0.1 0.0
0.2 0.7 -0.2
0.0 -0.3 -0.4
-0.4 -0.1 -0.4
0.3 0.5 0.3
0.1 -0.6 -0.6
-0.5 -0.2 -0.4
0.3 0.5 1.6
-0.1 -0.3 -0.8
-0.7 0.5 -1.2
-1.0 0.4 1.8
1.5 -0.6 -1.3
-0.6 0.5 -0.2
-1.0 -1.4 0.0
0.9 0.9 0.3
0.5 -0.3 0.2
0.1 0.2 -0.3
0.0 -0.6 -0.2
-0.2 0.0 -0.2
0.6 -0.2 -0.1
-0.1 0.4 0.1
0.4 -0.5 -0.3
-0.4 -0.1 0.8
0.1 -0.3 0.1
-0.1 0.1 0.1
0.6 -0.1 0.2
-0.3 0.5 0.1
-0.3 0.2 -0.4
0.0 0.1 0.2
0.0 0.5 0.0
-0.3 -0.3 -0.3
0.5 -1.3 -0.6
-0.3 -0.7 -0.1
0.1 1.1 0.3
0.2 -2.1 0.5
0.0 2.6 0.2
0.0 -2.3 0.4
-0.4 -0.6 0.4
0.3 0.7 -0.6
0.8 0.7 -0.3
0.0 0.7 -0.3
-0.3 -0.1 -0.1
0.5 0.6 1.1
-0.1 -0.2 -0.5
0.1 0.0 -0.1
-0.3 0.2 0.1
-0.4 0.7 -0.3
-0.3 -0.3 -0.4
-0.4 0.2 -0.1
0.7 0.4 0.0
-0.4 0.7 0.2
0.0 -0.3 0.4
-0.3 0.0 -0.1
0.2 -0.5 -0.1
-0.3 0.1 0.1
0.7 1.2 -0.4
0.7 -1.7 -0.3
0.2 0.2 -0.8
-0.7 0.6 1.1
-0.8 0.0 0.0
0.4 -0.2 -0.4
-0.5 0.0 0.8

maximum force	3.4	eV/Å
gap between HOMO and LUMO	8.7	eV
E_LUMO	0.36	eV